ORCA calculation (the ωB97M-V functional and the def2-TZVPD basis) on a molecular structure, C34H42Cl3CuN6O14S2.

XYZ file:
```
102
Properties=species:S:1:pos:R:3:forces:R:3:mulliken_spin:R:1
H -1.886433 -3.475773 3.470411 -0.01 0.03 -0.01 0.00
H -1.604899 4.864094 -1.362209 0.03 0.06 0.07 0.00
H 2.892422 2.366125 2.761416 0.05 0.01 -0.01 0.00
O 2.371091 -0.880358 2.292740 0.08 0.09 0.14 0.00
H -1.528660 3.097482 -2.416113 -0.03 -0.10 -0.05 0.00
Cl -1.345786 -5.105132 -0.037357 -0.08 0.03 -0.10 0.00
O 2.593243 4.071754 -3.251824 0.02 -0.02 0.01 0.00
C -2.024371 -4.342882 -3.877663 0.06 0.01 0.00 0.00
C 1.947572 2.114697 -1.316025 -0.05 -0.37 -0.03 0.01
C 2.297447 -5.505521 2.375434 -0.02 0.06 -0.05 0.00
C -0.834288 -4.693299 -4.492411 -0.07 0.03 -0.01 0.00
C -1.075063 -4.985929 -1.756431 -0.23 -0.03 -0.04 0.00
C 1.247567 -6.709198 0.594028 0.03 -0.10 0.06 0.00
C -1.639755 2.512766 1.029740 0.01 -0.18 0.16 0.01
H -2.400373 -3.061604 1.811621 0.03 0.01 0.06 0.00
C -1.600103 -0.899858 4.323208 -0.05 -0.02 -0.12 0.00
H -4.527898 0.856902 -2.427582 -0.03 0.00 0.00 0.00
N 1.251552 -5.851052 -1.677744 -0.05 -0.15 -0.11 0.00
C -4.219550 -0.318428 -0.630313 0.11 0.02 -0.01 0.00
O 1.733212 6.879661 -0.641709 -0.05 0.09 0.12 0.00
H -0.094857 0.025128 3.038922 -0.01 0.01 0.00 0.00
H -3.179152 3.012014 -3.016517 0.01 0.04 -0.02 0.00
C 1.682951 5.484134 1.595064 0.14 -0.08 -0.11 0.00
H 3.585056 4.493179 1.768823 0.03 -0.06 0.04 0.00
H -1.370088 2.266077 -4.652650 -0.04 -0.02 0.02 0.00
N -1.077698 1.453064 0.412696 0.01 0.06 0.00 0.02
H 0.691010 -7.558180 0.217132 -0.01 0.02 0.01 0.00
C -2.129770 -4.496360 -2.506966 0.02 -0.07 0.07 0.00
C 2.029785 2.458662 0.827785 -0.19 -0.05 -0.08 0.02
C -1.961441 -2.672798 2.731448 -0.17 0.07 -0.08 0.00
C -2.763566 1.590492 -1.471042 0.09 0.15 -0.07 0.00
C 2.896175 4.779558 0.977986 -0.19 -0.11 -0.03 0.00
O 0.600359 -2.834602 -1.320342 0.24 0.17 -0.03 0.01
C -0.592476 5.099134 -1.035658 0.03 0.06 0.13 0.00
O 4.489366 -1.917650 2.227565 0.05 0.32 0.21 0.00
C -1.833280 1.594828 -3.926205 -0.04 -0.01 0.09 0.00
H -4.885725 -1.127382 -0.933319 0.01 0.01 0.00 0.00
H 1.967380 6.032235 2.492988 0.03 -0.10 0.03 0.00
O 3.942829 4.956493 -1.815250 0.00 0.02 0.04 0.00
H -1.032628 5.616938 1.041697 -0.10 0.09 -0.07 0.00
N 2.539233 3.562050 0.240027 0.19 0.28 0.07 0.00
O -1.186025 3.071087 2.027451 0.08 0.00 -0.14 0.00
H 3.274992 -3.672134 1.804128 -0.14 -0.18 -0.02 0.00
S 0.940142 6.750998 0.559983 0.03 0.01 -0.11 0.00
O -4.593322 3.037656 -0.903326 0.02 0.03 0.03 0.00
C -2.609770 -1.417888 3.299302 -0.02 0.04 0.03 0.00
H -2.726980 -0.685619 2.495253 -0.03 -0.02 0.02 0.00
H -0.043685 5.521527 -1.877049 -0.02 0.01 0.02 0.00
C 1.905379 2.320199 2.300010 0.12 -0.13 -0.10 0.00
C -1.537271 1.015402 -0.779682 0.13 0.04 0.13 0.00
O -0.913893 0.114953 -1.352701 0.02 0.09 -0.11 0.00
H 3.414765 5.437484 0.293077 0.07 0.08 -0.04 0.00
H -2.662912 1.088958 -4.423545 0.03 -0.01 0.03 0.00
C 0.208726 -5.180945 -3.734433 -0.01 -0.03 0.15 0.00
H -3.386894 -0.763884 -0.073892 -0.06 0.03 -0.04 0.00
Cl 1.688728 -5.586124 -4.581839 -0.01 0.01 0.12 0.00
Cl 3.810665 -0.671801 2.485636 -0.28 0.12 -0.22 0.00
H -1.100326 0.843402 -3.634860 -0.01 0.02 0.02 0.00
H 1.782479 1.585444 -2.241215 0.00 0.02 0.09 0.00
H -3.593185 -1.615907 3.725461 0.00 -0.03 0.04 0.00
H -2.847726 -3.942322 -4.453722 0.02 -0.03 0.01 0.00
H -1.564240 -1.576419 5.180450 -0.02 0.01 0.02 0.00
C 2.360261 -4.619575 0.120265 0.10 0.00 0.20 0.00
H 0.876868 4.790857 1.840451 0.07 0.03 0.10 0.00
H -3.303612 3.730052 1.073572 0.00 0.02 0.04 0.00
Cu 0.739193 -0.166516 0.139757 -0.32 0.05 -0.15 0.77
N -2.854487 3.011841 0.526201 -0.06 -0.04 -0.18 0.00
O 4.028548 -0.232394 3.850010 0.01 -0.16 -0.45 0.00
C -0.648190 6.078910 0.128235 -0.03 -0.02 -0.11 0.00
H -4.778829 0.337482 0.042787 0.01 -0.02 -0.03 0.00
S -0.285929 -2.178599 2.313354 0.53 -0.08 -0.22 0.00
H -0.107338 4.162667 -0.745896 -0.04 0.02 0.01 0.00
C 1.597891 -5.703127 -0.296935 -0.08 -0.11 -0.08 0.00
N 1.662224 1.579842 -0.096400 0.45 -0.05 -0.07 0.04
H -0.699831 -4.582178 -5.559966 0.00 -0.01 0.02 0.00
H 1.495572 1.344849 2.530533 0.00 -0.08 -0.02 0.00
C 2.811245 -3.545365 -0.829711 0.25 0.01 -0.06 0.02
C -0.248873 -0.891709 3.606091 -0.08 -0.10 0.19 0.00
C 2.498575 3.335157 -1.123243 -0.02 0.36 0.04 0.00
O 2.080669 -1.302563 -0.627975 0.04 0.20 0.11 0.11
H 2.060903 -5.844077 -2.276209 0.07 -0.08 -0.06 0.00
H 3.721245 -3.071002 -0.464265 -0.01 -0.07 -0.02 0.00
C -2.318110 2.407143 -2.725440 0.07 -0.13 -0.01 0.00
H 2.560937 -5.403850 3.421882 0.02 -0.01 -0.03 0.00
H -3.042853 -4.232762 -1.991147 0.01 0.03 0.02 0.00
C 2.691738 -4.529766 1.471432 0.18 0.17 0.12 0.00
O 4.255265 0.343595 1.554793 -0.05 -0.16 0.35 0.00
C -3.699804 0.442153 -1.850572 -0.14 -0.13 0.10 0.00
H -1.230217 6.974943 -0.097081 -0.06 -0.08 -0.03 0.00
O 0.702938 7.900140 1.403445 0.06 -0.12 -0.11 0.00
H 0.616714 -1.066712 4.242826 -0.01 0.05 -0.06 0.00
H 1.300055 -7.399263 2.623983 -0.02 0.02 -0.01 0.00
C -3.505077 2.588795 -0.601067 -0.10 -0.01 0.02 0.00
O -0.500131 -1.412836 1.012572 -0.09 -0.04 0.24 0.02
H -1.852774 0.094309 4.691572 0.02 0.02 -0.01 0.00
C 1.723433 -2.496228 -0.967752 -0.57 0.29 0.17 -0.02
C 1.582805 -6.612836 1.934570 0.02 0.03 -0.10 0.00
H -3.138094 -0.241677 -2.485507 -0.01 0.01 -0.03 0.00
H 2.984803 -3.953911 -1.826673 0.12 -0.01 -0.01 0.00
C 0.151955 -5.337175 -2.332693 -0.01 -0.04 -0.19 0.00
H 1.253028 3.080242 2.720020 -0.05 -0.07 0.02 0.00
N 3.047227 4.195645 -2.129677 -0.06 -0.03 0.04 0.00
```
Forces are in eV/Å.

Values from the calculation:
LUMO energy (alpha / beta) in eV: 1.5589 / 1.5550
Energy in eV: -177418.94178
Maximum force in eV/A: 0.662
2S+1: 2
Frontier orbital gap (alpha / beta) in eV: 7.37 / 7.36
HOMO energy (alpha / beta) in eV: -5.8 / -5.8
Total charge: -1
M in g/mol: 992.78

***

ORCA calculation (the ωB97M-V functional and the def2-TZVPD basis) on a molecular structure, C34H42CoNO4 at a distorted geometry.

XYZ file:
```
82
Properties=species:S:1:pos:R:3:forces:R:3:mulliken_spin:R:1
C -5.849174 2.746827 0.981725 0.16 -0.27 -0.37 0.00
C 2.109668 2.476107 0.517375 1.77 -0.27 0.71 0.00
C -1.279619 1.023161 2.102702 -0.48 -0.90 -1.22 -0.01
H -1.742595 3.210965 -0.956503 0.21 -0.26 0.31 0.01
H 2.197225 -5.456082 -2.638054 0.40 0.44 0.10 0.00
O -0.260154 0.450751 1.510578 -1.58 0.23 1.62 0.07
C 3.174705 -5.061743 -2.943826 -0.34 0.01 0.76 0.00
H 3.886338 -5.067789 -2.106085 -0.27 -0.04 -0.15 0.00
C 1.853974 -3.766723 -0.155700 -0.24 0.49 -0.02 0.00
O -2.471159 0.890195 1.785967 1.34 -0.09 0.69 0.01
C -0.934352 1.938834 3.260564 0.06 0.41 -0.33 0.01
H -7.144320 1.237941 2.609120 0.15 0.08 0.16 0.00
H 4.211572 -2.730675 -5.897655 0.18 0.05 0.02 0.00
C 0.023468 3.746830 5.174756 0.15 -0.23 -0.11 0.00
H 1.232625 -4.832728 -5.065630 0.16 0.16 -0.13 0.00
N -2.009933 3.820564 2.085869 0.68 0.94 -0.14 0.00
H -3.344435 3.827325 4.556206 0.01 -0.18 -0.10 0.00
H -0.166655 0.388975 4.517119 0.17 0.32 -0.04 0.00
H -0.219460 -4.203222 -0.564647 0.18 -0.08 -0.37 0.00
H 3.370696 0.401291 2.835545 -0.29 -0.10 -0.20 0.00
H -3.301432 2.051822 4.447197 0.03 0.15 0.08 0.00
H 0.761416 2.937191 -1.924750 -0.13 -0.24 0.29 -0.01
C 3.314602 -4.346705 -4.821387 0.29 -0.43 -0.83 0.00
H 5.365546 -3.681063 -4.914974 -0.12 0.04 -0.07 0.00
C -5.441552 2.498405 2.295672 -0.02 0.56 -0.25 0.00
H -5.360928 3.661399 -0.937157 0.04 0.00 0.44 0.00
C -1.203952 3.315970 3.126403 0.29 -0.17 0.62 0.01
C -3.815085 3.955599 0.541797 -0.21 -0.33 0.12 0.00
H -2.860161 0.766872 -0.803981 0.40 0.09 0.21 0.00
C -0.911680 0.031568 -1.571429 0.27 0.92 -0.25 0.07
C 3.014846 0.875329 1.924496 0.14 0.19 -0.10 0.03
H 2.544019 -4.553868 0.152575 -0.03 0.00 -0.06 0.00
C 3.618996 -5.743381 -4.230191 -0.04 0.63 0.45 0.00
H 0.791746 -1.541435 -1.496845 0.62 -0.67 -0.35 0.00
O 0.697950 -3.447082 -2.296245 0.88 -0.36 1.37 0.00
H 1.111128 0.310100 -2.529188 -0.07 0.18 0.25 0.01
Co 0.824767 0.992520 0.027044 -1.68 -0.67 1.18 2.46
H 1.864164 -1.815372 -2.893567 -0.10 -0.40 0.25 0.00
C -6.337593 1.688885 3.200138 -0.14 -0.05 0.04 0.00
H 1.759183 -3.359819 -5.916698 -0.09 -0.10 0.01 0.00
H 0.404529 4.458517 5.913358 -0.08 -0.29 -0.26 0.00
H -6.804107 2.304757 3.985472 0.14 -0.17 -0.16 0.00
C -0.631768 4.218474 4.039428 -0.10 -0.26 -0.01 0.00
C -3.894920 2.945269 4.216904 0.12 -0.38 0.51 0.00
C 2.757670 1.438697 -0.304702 1.76 1.07 1.23 -0.01
H 3.428176 -3.031553 -1.449172 0.00 0.26 0.17 0.00
H -3.165912 4.561728 -0.099251 -0.22 -0.41 0.10 0.00
C -0.285529 1.467448 4.399429 0.03 0.38 0.24 0.00
H -1.561419 4.530912 1.518628 -0.19 -0.25 0.09 0.00
O 3.064390 -3.722532 -3.528751 0.98 -1.93 -0.78 0.00
C 3.367096 0.504621 0.614130 -0.24 0.78 -0.19 0.13
C -1.239043 2.265227 -1.127245 0.91 -0.51 -0.41 0.10
H -0.747998 5.292373 3.853184 -0.07 -0.39 0.20 0.00
C 2.221953 2.046303 1.883726 0.78 0.56 -1.14 0.09
H 3.033063 1.557863 -1.349870 -0.15 -0.12 0.21 0.00
C 0.319584 0.717001 -1.909272 -1.37 0.48 -0.87 -0.01
C -3.350745 3.602696 1.825566 -0.52 -0.28 -0.19 0.00
C 0.111683 2.126803 -1.595490 -1.30 -0.47 -1.45 -0.02
H -6.802304 2.324055 0.650586 0.32 0.16 -0.01 0.00
H 1.817991 3.467498 0.174473 -0.20 -0.45 0.11 -0.01
H -4.805956 2.881654 4.817619 0.05 0.05 -0.09 0.00
H 0.602686 1.984244 6.301230 -0.02 0.14 -0.31 0.00
H 1.857568 2.610532 2.734967 -0.12 -0.23 -0.09 0.01
H 4.103020 -0.249771 0.332945 -0.47 0.06 0.11 0.00
H 2.208698 -4.961941 -6.562276 -0.06 0.13 0.19 0.00
H -1.103551 -1.024287 -1.752017 0.00 0.28 0.25 0.01
C 4.483899 -3.733613 -5.560047 -0.17 0.22 -0.05 0.00
C -1.831403 0.982873 -1.080919 0.07 -0.11 -0.89 0.04
C 2.047966 -4.378948 -5.643627 -0.20 0.16 -0.21 0.00
C 1.481424 -2.277753 -1.975038 -1.13 1.28 0.44 0.01
C -5.044599 3.478161 0.094906 -0.05 0.21 0.54 0.00
H 1.381485 -3.353467 0.742361 0.16 -0.10 -0.08 0.00
H -5.779345 0.876688 3.688213 -0.14 0.23 -0.09 0.00
H 4.671931 -6.038369 -4.209101 -0.21 -0.01 -0.31 0.00
C -4.227158 3.014374 2.767518 -0.12 0.21 -0.93 0.00
C 2.542250 -2.636879 -0.945659 0.09 -0.59 -0.28 0.01
C 0.164485 2.364125 5.375936 -0.31 0.02 -0.08 0.00
H 2.819863 -1.780197 -0.320901 -0.18 -0.29 -0.23 0.00
H 0.899816 -5.315614 -1.409018 -0.24 0.29 0.16 0.00
C 0.744755 -4.271288 -1.099982 -0.69 0.05 -0.12 0.00
H 4.722128 -4.342152 -6.440368 -0.03 0.08 0.12 0.00
H 2.943256 -6.542265 -4.556210 0.41 0.12 -0.04 0.00
```
Forces are in eV/Å.

Values from the calculation:
LUMO energy (alpha / beta) in eV: 2.3857 / 2.3854
Energy in eV: -83244.55254
Maximum force in eV/A: 2.400
2S+1: 4
Frontier orbital gap (alpha / beta) in eV: 5.94 / 6.80
HOMO energy (alpha / beta) in eV: -3.6 / -4.4
Total charge: -1
ΔE to the lowest compared entry with this formula, charge and spin in eV: 0.179
M in g/mol: 587.65